(1)
This record from the OMol25 dataset describes a cluster of 6 separate species, C18H48BCl2NO16S5Si in total. The level of theory is the ωB97M-V functional and the def2-TZVPD basis.

Values from the calculation:
- HOMO energy: -8.34 eV
- HOMO-LUMO gap: 8.56 eV

The geometry in ORCA input format:
```
! wB97M-V def2-TZVPD RIJCOSX def2/J DEFGRID3
* xyz 0 1
C 1.23231 0.94963 -0.03617
C -0.05881 0.58335 -0.68889
Cl -0.61638 -1.04297 -0.41916
C -0.82933 1.34839 -1.45051
Cl -0.29502 2.96917 -1.73494
Si -2.45153 0.82340 -2.23574
B -3.85990 0.33641 -0.80893
N -4.36216 -1.02818 -0.65094
O -4.33361 1.33545 0.01312
H 1.67634 0.08150 0.44675
H 1.94635 1.30207 -0.78579
H 1.10444 1.71726 0.72641
H -2.25186 -0.29562 -3.18326
H -2.91089 1.99336 -3.02515
H -3.69421 -1.60468 -0.14206
H -4.45131 -1.49083 -1.55193
H -3.74162 1.59440 0.73427
C 0.42160 5.67390 0.74887
C 0.14453 4.61052 1.78440
O -1.04296 4.88463 2.58242
S -2.45798 4.64776 1.92190
C -3.40512 4.77272 3.39490
O -2.52074 3.30456 1.41496
O -2.79610 5.72745 1.05018
H -0.34943 5.69830 -0.01902
H 1.37885 5.45733 0.27435
H 0.47056 6.65866 1.21326
H 0.03588 3.62643 1.33377
H 0.94284 4.56075 2.52215
H -3.13649 3.95713 4.05969
H -4.44816 4.70047 3.09447
H -3.20575 5.73832 3.85049
C -3.39013 -0.35771 -9.21919
C -2.29366 0.62827 -8.88214
O -2.77494 1.80390 -8.18088
S -3.15726 1.63049 -6.65195
C -3.28647 3.33625 -6.25565
O -2.03996 1.05879 -5.96510
O -4.44526 1.01827 -6.53772
H -3.81625 -0.80559 -8.32371
H -2.97400 -1.15136 -9.84020
H -4.19420 0.13467 -9.76535
H -1.50286 0.17045 -8.28694
H -1.84140 1.03680 -9.78287
H -2.30843 3.79626 -6.35986
H -3.62553 3.38168 -5.22265
H -4.01524 3.79399 -6.91856
C 4.58262 1.83433 5.41692
C 5.39640 2.91158 4.73566
O 5.69697 2.60969 3.34651
S 4.52902 2.76285 2.29364
C 5.51664 2.65179 0.84615
O 3.96131 4.07378 2.41158
O 3.66465 1.62338 2.35738
H 3.58167 1.76012 4.99609
H 4.49677 2.07368 6.47697
H 5.06538 0.86346 5.31123
H 4.90600 3.88449 4.77923
H 6.37854 3.01079 5.19121
H 6.18794 3.50469 0.81106
H 4.82880 2.66706 0.00339
H 6.06469 1.71430 0.87234
C 4.01493 -7.38058 -0.94821
C 2.73579 -6.73165 -1.42944
O 2.23488 -5.71361 -0.52837
S 2.98975 -4.31918 -0.51283
C 1.78439 -3.42006 0.38735
O 3.07902 -3.83607 -1.85935
O 4.19400 -4.42975 0.25387
H 4.84434 -6.67637 -0.94323
H 4.26475 -8.20790 -1.61313
H 3.89239 -7.76417 0.06431
H 2.85067 -6.29131 -2.42044
H 1.92302 -7.45297 -1.47557
H 0.87417 -3.37595 -0.20020
H 2.19392 -2.42622 0.55097
H 1.61424 -3.91991 1.33840
C -1.56889 -6.06639 4.78976
C -2.61940 -5.08776 4.31521
O -2.21553 -3.69860 4.45790
S -1.15808 -3.13737 3.42679
C -1.33963 -1.43354 3.81160
O -1.63202 -3.39018 2.09904
O 0.15841 -3.56938 3.78652
H -0.68093 -6.04023 4.16119
H -1.98547 -7.07330 4.75964
H -1.26581 -5.83918 5.81134
H -2.89933 -5.25999 3.27569
H -3.52084 -5.15187 4.91958
H -2.34402 -1.11840 3.54347
H -0.59724 -0.90567 3.21597
H -1.14760 -1.29457 4.87176
*
```

---

(2)
This record from the OMol25 dataset describes a cluster of 5 separate species, C18H48Cl6N6O2P2 in total. The level of theory is the ωB97M-V functional and the def2-TZVPD basis.

Values from the calculation:
- HOMO energy (alpha / beta): 0.78 / -6.16 eV
- HOMO-LUMO gap (alpha / beta): 1.46 / 8.33 eV

The geometry in ORCA input format:
```
! wB97M-V def2-TZVPD RIJCOSX def2/J DEFGRID3
* xyz -1 2
Cl 1.71233 -0.75707 -3.65294
C 2.52927 -2.13483 -2.88977
C 2.66545 -2.01689 -1.41985
Cl 3.29918 -3.48240 -0.71291
H 3.44684 -2.27075 -3.46221
H 1.87492 -2.98869 -3.06545
H 1.69871 -1.72729 -1.00795
H 3.36564 -1.22023 -1.16853
Cl 2.12925 -0.20908 3.58344
C 1.77091 -1.82005 2.84948
C 0.27890 -2.19445 2.54199
Cl 0.32868 -3.89361 2.41166
H 2.20916 -2.57769 3.49911
H 2.14449 -2.01972 1.84515
H 0.00731 -1.82147 1.55446
H -0.46921 -1.91534 3.28397
Cl -2.47731 1.05657 2.70135
C -1.25050 1.34642 3.85809
C -0.49082 2.55316 3.64884
Cl 0.64575 3.03417 4.96232
H -0.61860 0.46001 3.91349
H -1.74872 1.36399 4.82741
H -1.24185 3.33519 3.53709
H 0.05792 2.50667 2.70819
O 2.33892 4.23602 -1.95713
P 2.39407 3.45103 -0.70028
N 1.79092 4.22892 0.65693
C 2.30951 4.12449 2.00411
C 1.06017 5.49254 0.51556
N 3.92409 2.85259 -0.31615
C 4.83003 3.91122 0.20449
C 4.55798 1.87209 -1.21387
N 1.51709 1.92223 -0.62269
C 0.43302 1.59800 -1.57850
C 1.53893 0.93851 0.49197
H 3.09460 4.85856 2.18540
H 2.72797 3.11805 1.99564
H 1.57614 4.36340 2.77431
H 1.63995 6.33788 0.88616
H 0.06998 5.45952 0.97002
H 0.97628 5.75921 -0.53798
H 5.37658 4.26465 -0.66984
H 4.33479 4.71730 0.74586
H 5.40605 3.46808 1.01685
H 3.95821 0.96201 -1.20278
H 4.71993 2.24598 -2.22485
H 5.54167 1.59315 -0.83620
H 0.36674 2.22660 -2.46652
H 0.52323 0.55823 -1.89287
H -0.53999 1.78355 -1.12363
H 1.06530 0.02718 0.12696
H 0.93756 1.21804 1.35702
H 2.55246 0.66793 0.78802
O -1.47605 -1.31296 -0.21321
P -2.57622 -2.02775 -0.85600
N -2.18123 -3.29897 -1.89508
C -3.20224 -4.10794 -2.55057
C -0.83774 -3.37964 -2.49836
N -3.67334 -1.01274 -1.63564
C -4.95309 -1.53962 -2.13943
C -3.29342 0.20824 -2.06955
N -3.58595 -2.85042 0.27106
C -4.13020 -1.95782 1.25952
C -3.22168 -4.31695 0.71129
H -4.21159 -4.02333 -2.14789
H -3.11236 -5.17652 -2.35523
H -3.31833 -3.77325 -3.58140
H -0.85945 -3.87485 -3.46913
H -0.07571 -3.67349 -1.77651
H -0.44395 -2.39531 -2.75163
H -5.30342 -2.24260 -1.38367
H -5.81122 -0.86842 -2.10503
H -4.96483 -1.84185 -3.18663
H -4.19618 0.81803 -2.10532
H -2.66763 0.75611 -1.36505
H -2.77682 0.20308 -3.02934
H -4.40811 -0.95813 0.92564
H -4.94677 -2.51968 1.71300
H -3.46043 -1.79060 2.10305
H -3.64846 -4.98502 -0.03681
H -3.42155 -4.58259 1.74936
H -2.13201 -4.33889 0.69620
*
```

---

(3)
This record from the OMol25 dataset describes a structure of composition C18H48F2Mn2O8P. The level of theory is the ωB97M-V functional and the def2-TZVPD basis.

Values from the calculation:
- HOMO energy (alpha / beta): -16.73 / -16.73 eV
- HOMO-LUMO gap (alpha / beta): 7.41 / 6.36 eV

The geometry in ORCA input format:
```
! wB97M-V def2-TZVPD RIJCOSX def2/J DEFGRID3
* xyz 3 11
Mn 0.01107 -1.64165 1.89886
Mn 1.18534 3.56468 -1.22867
O 0.69924 1.63519 -1.38879
P 0.22519 0.24216 -1.15951
O 0.34602 -0.45322 0.21539
F 1.02441 -0.75351 -2.17307
F -1.30946 0.20614 -1.61607
C -2.49044 2.75142 -0.93189
C -1.71102 3.55228 -2.03231
C -2.67299 4.29842 -2.98933
O -0.76399 4.37243 -1.37878
H -2.00178 2.10651 -0.20153
H -3.27730 2.18699 -1.43224
H -3.02698 3.48701 -0.33261
H -1.21527 2.85419 -2.70684
H -3.22936 5.14011 -2.57684
H -3.22129 3.62124 -3.64421
H -2.10308 4.79254 -3.77619
H -1.15047 5.23750 -1.22417
C 4.34297 1.37966 -2.43868
C 3.94520 1.91765 -1.08821
C 5.19830 2.21515 -0.13192
O 3.26861 3.13166 -1.33469
H 3.48069 1.15565 -3.06666
H 4.91333 0.45108 -2.41504
H 4.94816 2.18746 -2.85014
H 3.27102 1.19147 -0.63407
H 4.67117 2.60312 0.73969
H 5.78148 3.05803 -0.50278
H 5.73681 1.40444 0.35885
H 3.90575 3.62628 -1.85527
C -4.00835 -0.85971 1.01072
C -3.13769 -2.05911 1.62102
C -3.86422 -3.40717 1.38562
O -1.90173 -2.08215 0.82449
H -4.79187 -0.58898 1.71847
H -4.49061 -1.22571 0.10433
H -3.40814 0.04144 0.88504
H -2.99878 -1.99055 2.69995
H -4.86712 -3.28159 1.79369
H -3.35198 -4.25293 1.84429
H -4.08738 -3.54788 0.32802
H -2.23449 -2.42458 -0.00835
C -0.49335 1.04130 4.83497
C -1.48138 0.68364 3.70206
C -2.30117 1.88485 3.19138
O -0.85678 0.16273 2.47398
H 0.21935 1.74382 4.40298
H 0.06976 0.18465 5.20532
H -0.99807 1.32579 5.75823
H -2.10527 -0.11496 4.10342
H -3.28793 1.65580 2.78899
H -1.69638 2.49354 2.51920
H -2.59420 2.52870 4.02066
H -0.67427 0.92658 1.92187
C 3.72967 -1.74164 0.54558
C 3.28153 -1.86353 2.03592
C 4.21700 -1.50490 3.10586
O 2.09986 -1.04140 2.23474
H 4.72751 -2.14762 0.37949
H 3.83138 -0.70604 0.22109
H 2.98004 -2.32878 0.01510
H 2.87810 -2.86278 2.19977
H 4.55926 -0.47058 3.13995
H 5.07537 -2.17137 3.02144
H 3.71419 -1.67780 4.05737
H 2.50634 -0.33373 2.74031
C -0.76693 -2.79556 -4.20462
C -1.21310 -3.18757 -2.77765
C -1.73205 -4.63658 -2.87464
O -0.14071 -3.03057 -1.91351
H -1.52658 -3.02487 -4.95191
H 0.03002 -3.30450 -4.74679
H -0.54101 -1.73097 -4.14387
H -2.05646 -2.53556 -2.55022
H -2.04843 -4.95157 -1.88026
H -0.90265 -5.27053 -3.18823
H -2.55421 -4.76758 -3.57818
H 0.41261 -2.27357 -2.11939
*
```